(1)
# C3H5NO3

A single C3H5NO3 molecule (ωB97M-V with the def2-TZVPD basis set, the Open Molecules 2025 dataset).

multiplicity = 1
energy relative to the best compared isomer or geometry (same formula, charge and spin) = 5.701 eV
SMILES = C[C@]1([N+](=O)[O-])CO1
total energy = -397.6272 a.u.

```
12
C3H5NO3, DFT ωB97M-V with the def2-TZVPD basis set
O 3.118 0.587 -0.300
O 0.581 1.504 -0.697
O 2.442 -1.336 0.435
N 2.229 -0.204 -0.028
C 0.838 0.222 -0.230
C 0.315 1.319 0.650
C -0.144 -0.842 -0.800
H -0.915 -0.261 -1.327
H -0.709 1.196 0.985
H 0.798 2.015 1.360
H 0.172 -1.671 -1.470
H -0.518 -1.440 -0.021
```

Formally, the Löwdin partial charges of the atoms, in units of the elementary charge, are as follows: O 0.1081; O 0.0340; O 0.0749; N -0.3156; C -0.3802; C -0.0586; C 0.0285; H 0.0994; H 0.1147; H 0.1355; H 0.0993; H 0.0599

=====

(2)
# C6H12

A single C6H12 molecule (ωB97M-V with the def2-TZVPD basis set, the Open Molecules 2025 dataset).

multiplicity = 1
energy relative to the best compared isomer or geometry (same formula, charge and spin) = 4.665 eV
total energy = -235.6468 a.u.

```
18
C6H12, DFT ωB97M-V with the def2-TZVPD basis set
C 0.246 -1.501 0.231
C -0.881 0.972 -0.380
C -0.365 0.205 -1.621
C 0.714 -0.747 -1.068
C 0.359 1.134 0.435
C 0.370 0.986 1.894
H -0.196 -1.007 1.106
H 1.317 0.548 2.243
H 0.897 -1.582 -1.739
H 1.665 -0.199 -1.004
H -1.160 2.010 -0.611
H -1.777 0.476 0.045
H 0.043 0.907 -2.361
H -0.473 0.532 2.445
H 1.081 -2.081 0.628
H -0.550 -2.170 -0.101
H 0.455 2.057 2.139
H -1.154 -0.367 -2.127
```

Formally, the Löwdin partial charges of the atoms, in units of the elementary charge, are as follows: C -0.1030; C -0.2698; C -0.2127; C -0.2712; C -0.0545; C -0.1805; H 0.0379; H 0.0873; H 0.0960; H 0.0973; H 0.1202; H 0.1097; H 0.1086; H 0.0755; H 0.0782; H 0.0783; H 0.0971; H 0.1054

=====

(3)
# C17H23ClN2O4S

A single C17H23ClN2O4S molecule (ωB97M-V with the def2-TZVPD basis set, the Open Molecules 2025 dataset).

multiplicity = 1
energy relative to the best compared isomer or geometry (same formula, charge and spin) = 0.880 eV
SMILES = O=C(c1ccc(Cl)c(S(=O)(=O)N2CCOCC2)c1)N1CCCCCC1
total energy = -1930.4344 a.u.

```
48
C17H23ClN2O4S, DFT ωB97M-V with the def2-TZVPD basis set
Cl -3.652 3.058 -1.218
S -3.375 0.807 1.209
O -4.659 1.236 0.746
O 2.350 2.602 1.696
O -3.164 0.681 2.618
O -2.973 -3.180 -0.731
N 2.143 0.453 1.018
N -2.930 -0.664 0.511
C 3.443 0.119 1.566
C 3.205 -0.599 -1.711
C 0.363 2.039 0.550
C -3.336 -1.842 1.256
C 4.260 0.110 -0.859
C 1.491 -0.538 0.189
C 0.254 2.979 -0.472
C 1.712 1.728 1.137
C -3.296 -0.777 -0.886
C 4.400 -0.497 0.539
C -0.979 3.306 -1.003
C -2.029 1.783 0.524
C -2.130 2.689 -0.519
C -2.620 -2.027 -1.455
C -0.794 1.471 1.063
C -2.641 -3.053 0.633
C 1.763 -0.302 -1.301
H 3.380 -1.676 -1.661
H -4.387 -0.851 -0.998
H 3.312 -0.569 2.410
H 1.521 0.737 -1.534
H -2.946 0.115 -1.408
H 5.415 -0.340 0.907
H -1.528 -1.885 -1.424
H 3.330 -0.298 -2.753
H -3.036 -1.695 2.293
H 1.146 3.458 -0.846
H 5.218 0.024 -1.374
H -2.968 -3.976 1.113
H 0.412 -0.517 0.362
H 3.856 1.056 1.947
H -4.426 -1.979 1.209
H -1.552 -2.943 0.743
H -1.065 4.030 -1.797
H -0.774 0.789 1.898
H 1.092 -0.936 -1.885
H 4.024 1.173 -0.778
H 4.246 -1.576 0.475
H 1.863 -1.520 0.488
H -2.938 -2.203 -2.483
```

Formally, the Löwdin partial charges of the atoms, in units of the elementary charge, are as follows: Cl 0.7638; S 0.6662; O -0.3133; O 0.0783; O -0.2721; O -0.1224; N -0.0488; N -0.2387; C -0.1406; C -0.2015; C -0.1257; C -0.1681; C -0.1908; C -0.1387; C -0.0011; C -0.4249; C -0.1724; C -0.1729; C -0.0727; C -0.2706; C -0.6339; C -0.1819; C -0.0127; C -0.1822; C -0.1620; H 0.1116; H 0.1358; H 0.1282; H 0.1056; H 0.1125; H 0.1104; H 0.1194; H 0.1087; H 0.1210; H 0.1296; H 0.1082; H 0.1304; H 0.0997; H 0.1195; H 0.1385; H 0.1256; H 0.1098; H 0.1315; H 0.1070; H 0.1180; H 0.1043; H 0.1329; H 0.1315

=====

(4)
# C25H72O25S7

A 11-piece molecular cluster, C25H72O25S7 overall (ωB97M-V with the def2-TZVPD basis set, the Open Molecules 2025 dataset).

multiplicity = 1
energy relative to the best compared isomer or geometry (same formula, charge and spin) = 0.935 eV
SMILES = CCOS(C)(=O)=O.CCOS(C)(=O)=O.CCOS(C)(=O)=O.CCOS(C)(=O)=O.CCOS(C)(=O)=O.CCOS(C)(=O)=O.CCOS(C)(=O)=O.CO.CO.CO.CO
total energy = -5663.7976 a.u.

```
129
C25H72O25S7, DFT ωB97M-V with the def2-TZVPD basis set
S -2.075 -4.416 -1.343
S -5.592 -0.600 0.442
S 7.972 1.337 0.094
S 0.759 1.147 1.435
S -0.455 2.417 -5.745
S 3.584 -0.302 -1.991
S -3.116 -1.214 4.573
O 0.690 2.877 -4.981
O 2.589 -1.525 -2.231
O 5.808 -1.348 1.918
O -2.070 -1.491 3.641
O 0.518 1.239 2.864
O -0.743 -4.745 -1.658
O -1.458 3.305 -1.446
O -5.815 0.766 0.591
O -2.491 -0.899 5.940
O 2.006 5.435 1.161
O 4.632 -0.418 -2.952
O -5.786 -1.203 1.963
O -0.715 0.884 -5.467
O 1.278 -0.279 0.975
O -4.023 -2.274 4.854
O -2.696 -3.744 -2.689
O 6.643 2.015 -0.217
O -0.338 1.550 0.571
O -2.416 -3.627 -0.203
O 2.755 0.806 -2.053
O 8.932 1.600 -0.963
O -0.387 2.555 -7.134
O -6.264 -1.426 -0.555
O 7.736 0.035 0.539
O -2.563 2.718 2.359
C -1.370 0.048 6.111
C 5.131 -2.614 2.067
C -1.874 3.207 -5.132
C -5.680 -2.711 1.943
C 3.195 -2.772 -2.753
C -6.734 -3.252 2.878
C 5.229 3.252 -1.823
C 2.100 -3.669 -3.341
C 0.084 0.201 -4.397
C 0.108 -1.257 1.080
C -0.168 -0.765 6.288
C -4.188 -1.992 -3.334
C -0.610 0.151 -3.054
C 1.563 5.495 -0.187
C 8.439 2.300 1.539
C 4.073 -0.495 -0.582
C -2.810 3.733 -1.633
C 0.486 -2.284 2.162
C 6.656 3.084 -1.216
C -3.090 -6.005 -1.292
C 2.229 2.068 1.118
C -3.811 -0.725 0.395
C -3.679 3.434 1.858
C -4.087 -3.303 -2.601
C -3.939 0.320 4.203
H -1.332 0.676 5.222
H -3.394 4.013 -0.742
H -1.550 -0.431 -3.011
H 4.614 3.486 -0.966
H 4.470 -2.481 2.936
H -3.255 1.142 4.006
H 0.151 -0.327 -2.402
H -4.674 -4.118 -3.048
H -0.355 -2.970 2.292
H -4.328 3.625 2.712
H -2.849 2.878 -5.589
H 3.196 -0.607 0.000
H 8.611 3.351 1.436
H 4.572 0.386 -0.152
H 7.442 2.941 -1.954
H -0.660 1.162 -2.628
H -0.380 -1.359 7.162
H -3.485 -1.800 -4.183
H 9.422 1.837 1.834
H 3.927 -2.563 -3.526
H -5.150 -1.807 -3.776
H 0.409 -1.742 3.114
H 0.098 -1.445 5.475
H -6.691 -4.309 3.022
H -2.601 -6.714 -0.618
H 2.502 1.886 0.099
H -4.635 0.614 4.928
H 1.531 6.111 1.674
H -3.366 -1.663 0.728
H 4.815 -1.267 -0.376
H -1.850 2.523 1.747
H -4.671 -3.046 2.192
H -3.884 -1.152 -2.699
H -6.559 -2.776 3.843
H 4.982 2.291 -2.323
H -0.822 -0.754 1.378
H -4.398 -3.103 -1.569
H -1.632 4.228 -5.505
H 1.406 -4.089 -2.567
H 1.597 -3.178 -4.151
H -4.494 0.070 3.281
H -3.453 0.063 1.054
H 1.590 6.492 -0.600
H -1.745 0.567 6.987
H -4.089 -5.739 -1.004
H 0.212 -0.764 -4.920
H -7.703 -2.942 2.462
H 2.231 4.810 -0.741
H -1.924 3.140 -4.035
H 5.233 4.060 -2.552
H -3.349 2.959 -2.151
H 1.086 0.643 -4.327
H 6.675 -1.445 1.548
H -3.195 -6.389 -2.316
H -0.083 -1.708 0.152
H -1.491 2.651 -0.749
H -3.543 -0.529 -0.631
H 4.463 -2.750 1.192
H 7.660 2.115 2.315
H 2.593 -4.546 -3.782
H 5.853 -3.433 2.121
H 1.470 -2.727 2.073
H 0.735 -0.188 6.516
H 0.562 5.073 -0.266
H 3.757 -3.262 -1.895
H 2.945 1.600 1.848
H -4.241 2.897 1.069
H 2.046 3.141 1.317
H 6.964 3.986 -0.663
H -2.812 4.655 -2.256
H -5.922 -2.968 0.921
H -3.405 4.394 1.426
```

These are the Löwdin partial charges, in e, on atoms 1 to 99: S 0.5992; S 0.6010; S 0.5284; S 0.6035; S 0.5154; S 0.4259; S 0.5328; O -0.2846; O -0.2467; O -0.1497; O -0.2687; O -0.2742; O -0.2645; O -0.1240; O -0.2569; O -0.2691; O -0.1466; O -0.2463; O -0.2823; O -0.2640; O -0.2712; O -0.2565; O -0.2617; O -0.2614; O -0.3007; O -0.2923; O -0.2247; O -0.2787; O -0.2576; O -0.2916; O -0.2466; O -0.1293; C -0.2133; C -0.1242; C -0.1354; C -0.2348; C -0.2212; C -0.0581; C -0.0257; C -0.0577; C -0.2067; C -0.1706; C -0.0713; C -0.0696; C -0.0433; C -0.1436; C -0.1157; C -0.2131; C -0.1497; C -0.0502; C -0.2119; C -0.0795; C -0.0950; C -0.1015; C -0.1515; C -0.2478; C -0.0878; H 0.1101; H 0.0540; H 0.0700; H 0.0627; H 0.0833; H 0.0552; H 0.0729; H 0.1277; H 0.0788; H 0.0846; H 0.0990; H 0.0675; H 0.0550; H 0.1108; H 0.1077; H 0.0709; H 0.0823; H 0.0964; H 0.0862; H 0.1034; H 0.0781; H 0.0537; H 0.0785; H 0.0739; H 0.0691; H 0.0352; H 0.0635; H 0.0883; H 0.0483; H 0.1004; H 0.0309; H 0.1131; H 0.0533; H 0.0743; H 0.0734; H 0.0921; H 0.0946; H 0.0851; H 0.0680; H 0.0654; H 0.0525; H 0.0620